1.
Density functional theory data (ωB97M-V with the def2-TZVPD basis set) for C22H14F3N4O4PdSe as an isolated structure in a non-equilibrium geometry.

Positions of all 49 atoms, in Å:
Pd: -0.406 0.607 -0.016
O: 0.282 2.771 0.132
C: 1.486 3.109 0.458
C: 1.695 4.078 1.467
C: 2.944 4.573 1.747
C: 4.059 4.135 1.034
C: 3.900 3.170 0.067
C: 2.647 2.615 -0.212
C: 2.528 1.582 -1.193
N: 1.496 0.824 -1.313
N: 1.432 -0.028 -2.340
C: 0.221 -0.478 -2.612
O: -0.841 -0.054 -2.074
C: 0.178 -1.511 -3.673
C: -0.887 -2.403 -3.721
C: -0.890 -3.427 -4.650
C: 0.158 -3.560 -5.547
C: 1.205 -2.650 -5.523
C: 1.219 -1.631 -4.589
H: 0.821 4.426 2.004
H: 3.067 5.315 2.524
H: 5.038 4.536 1.252
H: 4.757 2.815 -0.490
H: 3.359 1.443 -1.889
H: -1.684 -2.296 -3.000
H: -1.714 -4.125 -4.665
H: 0.165 -4.377 -6.257
H: 2.016 -2.736 -6.234
H: 2.036 -0.928 -4.545
Se: -1.358 2.546 1.957
N: -0.453 1.009 2.062
C: -0.988 0.279 3.056
C: -0.616 -1.025 3.414
C: -1.231 -1.624 4.483
C: -2.204 -0.950 5.242
C: -2.589 0.324 4.927
C: -2.010 0.958 3.812
N: -2.322 2.174 3.380
H: 0.119 -1.544 2.816
H: -0.976 -2.637 4.754
H: -2.665 -1.459 6.075
H: -3.334 0.856 5.499
F: -2.949 -3.460 1.294
C: -3.205 -2.555 0.328
F: -3.148 -3.228 -0.838
F: -4.488 -2.198 0.482
C: -2.193 -1.353 0.361
O: -1.001 -1.682 0.285
O: -2.677 -0.225 0.471

Charge = -1
Kohn-Sham gap (alpha / beta) = 0.2219 / 0.2158 hartree
HOMO level (alpha / beta) = -4.55 / -4.51 eV
Spin multiplicity = 3

2.
Density functional theory data (ωB97M-V with the def2-TZVPD basis set) for a 15-piece molecular cluster, C32H99N5O15 overall in a non-equilibrium geometry.

Positions of all 151 atoms, in Å:
O: 0.663 -4.570 -7.216
H: 0.839 -5.496 -7.386
H: 0.005 -4.575 -6.521
O: 1.911 6.513 -0.780
H: 1.880 5.557 -0.735
H: 0.992 6.782 -0.793
O: 0.244 -1.105 -10.164
H: 0.358 -1.852 -9.577
H: -0.703 -0.965 -10.192
O: -3.761 -4.755 -4.602
H: -4.182 -4.801 -3.743
H: -3.722 -5.665 -4.898
C: -8.119 -1.483 -1.810
C: -8.712 -2.782 -1.272
C: -9.794 -3.487 -2.071
O: -10.149 -4.673 -1.360
C: -11.138 -5.433 -1.974
N: -7.665 -3.806 -1.032
H: -7.642 -1.563 -2.787
H: -7.361 -1.102 -1.125
H: -8.771 -0.610 -1.806
H: -9.164 -2.469 -0.331
H: -9.347 -3.658 -3.050
H: -10.692 -2.886 -2.213
H: -11.356 -6.345 -1.419
H: -10.948 -5.700 -3.013
H: -12.071 -4.871 -2.018
H: -7.227 -3.684 -0.130
H: -8.344 -4.531 -0.848
C: 8.540 1.243 -1.289
C: 8.187 1.048 -2.820
C: 7.811 -0.384 -3.181
O: 6.620 -0.885 -2.558
C: 6.061 -1.992 -3.227
N: 7.224 2.077 -3.236
H: 8.670 0.264 -0.826
H: 7.644 1.570 -0.761
H: 9.463 1.799 -1.130
H: 9.094 1.379 -3.325
H: 8.657 -1.046 -2.997
H: 7.737 -0.487 -4.264
H: 5.131 -2.386 -2.819
H: 6.761 -2.810 -3.056
H: 5.807 -1.872 -4.280
H: 6.299 1.721 -3.043
H: 7.318 2.968 -2.770
C: 8.686 -2.999 9.788
C: 9.453 -3.706 8.711
C: 8.776 -3.601 7.263
O: 7.469 -4.177 7.238
C: 6.976 -4.241 5.850
N: 10.738 -3.065 8.557
H: 8.193 -2.105 9.407
H: 9.327 -2.627 10.587
H: 8.014 -3.674 10.318
H: 9.527 -4.758 8.985
H: 9.346 -4.335 6.695
H: 8.992 -2.635 6.807
H: 7.291 -5.153 5.341
H: 7.260 -3.367 5.264
H: 5.899 -4.341 5.986
H: 11.096 -2.799 9.463
H: 11.408 -3.771 8.287
C: -3.578 5.102 3.549
C: -2.672 6.306 3.848
C: -2.996 7.576 2.954
O: -2.707 7.233 1.607
C: -3.324 8.079 0.652
N: -2.861 6.646 5.224
H: -3.509 4.306 4.291
H: -3.349 4.739 2.547
H: -4.632 5.378 3.546
H: -1.674 5.895 3.695
H: -2.484 8.437 3.384
H: -4.054 7.799 3.085
H: -4.344 7.731 0.485
H: -2.832 7.843 -0.292
H: -3.175 9.130 0.899
H: -3.794 6.924 5.494
H: -2.549 5.898 5.827
C: 0.361 0.083 -2.606
C: 0.152 0.402 -1.086
C: -0.342 -0.795 -0.206
O: -0.496 -0.343 1.126
C: -1.017 -1.332 2.043
N: 1.495 0.697 -0.577
H: -0.559 -0.276 -3.068
H: 1.033 -0.765 -2.740
H: 0.806 0.961 -3.074
H: -0.487 1.266 -0.901
H: 0.224 -1.724 -0.149
H: -1.300 -1.087 -0.636
H: -1.608 -2.097 1.539
H: -1.683 -0.849 2.757
H: -0.255 -1.948 2.521
H: 2.068 -0.112 -0.769
H: 1.281 0.600 0.406
C: 5.924 -0.973 -9.868
C: 5.523 0.383 -9.200
O: 4.830 1.086 -10.172
H: 6.405 -0.784 -10.827
H: 5.057 -1.634 -9.857
H: 6.619 -1.472 -9.192
H: 6.471 0.824 -8.890
H: 4.882 0.161 -8.347
H: 3.907 0.846 -10.060
C: -4.851 1.287 10.838
C: -4.587 0.077 9.923
O: -4.879 -1.151 10.680
H: -4.648 2.240 10.350
H: -4.333 1.229 11.795
H: -5.918 1.358 11.048
H: -3.568 -0.184 9.636
H: -5.268 -0.049 9.081
H: -5.826 -1.090 10.828
C: -8.347 -8.146 4.731
C: -7.101 -7.493 5.379
O: -7.133 -6.086 5.053
H: -8.716 -9.058 5.200
H: -8.176 -8.464 3.703
H: -9.213 -7.509 4.910
H: -6.233 -7.992 4.949
H: -7.071 -7.586 6.465
H: -7.962 -5.908 4.603
C: -6.565 -0.562 -10.259
C: -5.914 -0.712 -8.916
O: -4.864 -1.613 -8.944
H: -7.386 0.124 -10.048
H: -6.885 -1.523 -10.663
H: -5.958 -0.013 -10.979
H: -6.645 -1.016 -8.166
H: -5.486 0.197 -8.491
H: -4.664 -1.892 -8.047
C: 5.329 2.792 6.195
C: 3.998 3.505 6.406
O: 3.726 3.567 7.791
H: 5.261 1.831 6.705
H: 6.224 3.282 6.579
H: 5.533 2.538 5.155
H: 3.215 2.924 5.918
H: 3.983 4.509 5.982
H: 4.038 4.399 8.156
C: 3.009 7.654 -7.907
C: 1.618 7.704 -7.342
O: 1.781 8.205 -6.084
H: 3.575 6.815 -7.502
H: 3.455 8.647 -7.851
H: 2.790 7.388 -8.941
H: 0.981 6.820 -7.367
H: 1.016 8.276 -8.048
H: 2.416 7.703 -5.568

Charge = 0
Kohn-Sham gap = 0.3291 hartree
HOMO level = -8.84 eV

One value per record, in order, for ΔE to the lowest compared entry with this formula, charge and spin: 59.2 100.3 kJ/mol.